{"formula": "C26H31N4O", "method": "the ωB97M-V functional and the def2-TZVPD basis", "total_charge": 1, "de_lowest_kcal_mol": 24.8, "homo_lumo_gap_ha": 0.296, "total_energy_ha": -1303.3568, "smiles": "CN1C(=O)[C@@H](Cc2ccccc2)N(/C=C/[C@H](c2ccccc2)[n+]2ccn(C)c2)C1(C)C", "symbols": ["C", "N", "C", "O", "C", "C", "C", "C", "C", "C", "C", "C", "N", "C", "C", "C", "C", "C", "C", "C", "C", "C", "N", "C", "C", "N", "C", "C", "C", "C", "C", "H", "H", "H", "H", "H", "H", "H", "H", "H", "H", "H", "H", "H", "H", "H", "H", "H", "H", "H", "H", "H", "H", "H", "H", "H", "H", "H", "H", "H", "H", "H"], "positions_angstrom": [[-0.143, -3.434, 3.802], [-0.385, -2.700, 2.569], [-1.512, -2.871, 1.819], [-2.389, -3.691, 2.072], [-1.446, -1.924, 0.622], [-2.617, -0.932, 0.509], [-3.964, -1.590, 0.291], [-5.063, -1.337, 1.126], [-6.231, -2.104, 0.995], [-6.357, -3.022, -0.059], [-5.276, -3.238, -0.923], [-4.097, -2.506, -0.757], [-0.136, -1.276, 0.836], [0.318, -0.412, -0.137], [1.392, 0.406, -0.095], [2.041, 1.190, -1.259], [3.497, 1.695, -0.959], [4.150, 2.189, -2.082], [5.317, 2.948, -1.902], [5.928, 3.036, -0.633], [5.346, 2.389, 0.455], [4.120, 1.725, 0.295], [1.178, 2.461, -1.696], [1.202, 3.870, -1.488], [0.321, 4.440, -2.351], [-0.193, 3.436, -3.159], [-1.019, 3.753, -4.344], [0.333, 2.298, -2.707], [0.576, -1.742, 2.058], [0.766, -0.636, 3.108], [1.910, -2.490, 1.831], [-1.046, -3.999, 4.057], [0.709, -4.129, 3.706], [0.104, -2.738, 4.618], [-1.359, -2.554, -0.292], [-2.641, -0.285, 1.406], [-2.418, -0.334, -0.394], [-4.998, -0.514, 1.847], [-7.040, -1.980, 1.727], [-7.288, -3.585, -0.171], [-5.350, -3.985, -1.714], [-3.283, -2.603, -1.474], [-0.321, -0.403, -1.012], [1.895, 0.497, 0.878], [2.154, 0.491, -2.179], [3.820, 1.954, -3.113], [5.759, 3.445, -2.775], [6.895, 3.523, -0.502], [5.829, 2.400, 1.436], [3.716, 1.167, 1.131], [1.843, 4.387, -0.785], [-0.006, 5.437, -2.573], [-1.060, 4.847, -4.452], [-0.596, 3.387, -5.290], [-2.068, 3.425, -4.304], [0.103, 1.376, -3.141], [-0.218, -0.284, 3.450], [1.312, -1.057, 3.967], [1.330, 0.220, 2.728], [1.693, -3.490, 1.423], [2.568, -1.940, 1.146], [2.398, -2.607, 2.815]]}



{"formula": "C46H48FN6O17PS", "method": "the ωB97M-V functional and the def2-TZVPD basis", "homo_lumo_gap_ha": 0.310, "total_energy_ha": -4228.0445, "smiles": "CCC[C@]1([PH2]=S)OC(=O)O[C@@]1(CCCF)COO.O=[N+]([O-])c1ccccc1.O=[N+]([O-])c1ccccc1.O=[N+]([O-])c1ccccc1.O=[N+]([O-])c1ccccc1.O=[N+]([O-])c1ccccc1.O=[N+]([O-])c1ccccc1", "symbols": ["C", "C", "C", "C", "P", "S", "O", "C", "O", "O", "C", "C", "C", "C", "F", "C", "O", "O", "H", "H", "H", "H", "H", "H", "H", "H", "H", "H", "H", "H", "H", "H", "H", "H", "H", "H", "O", "N", "O", "C", "C", "C", "C", "C", "C", "H", "H", "H", "H", "H", "O", "N", "O", "C", "C", "C", "C", "C", "C", "H", "H", "H", "H", "H", "O", "N", "O", "C", "C", "C", "C", "C", "C", "H", "H", "H", "H", "H", "O", "N", "O", "C", "C", "C", "C", "C", "C", "H", "H", "H", "H", "H", "O", "N", "O", "C", "C", "C", "C", "C", "C", "H", "H", "H", "H", "H", "O", "N", "O", "C", "C", "C", "C", "C", "C", "H", "H", "H", "H", "H"], "positions_angstrom": [[3.556, 0.371, -2.163], [4.089, 0.327, -0.723], [4.436, -1.056, -0.188], [3.317, -2.085, -0.306], [3.753, -3.417, -1.553], [4.996, -2.985, -2.977], [2.040, -1.514, -0.633], [1.534, -1.015, 0.542], [0.629, -0.119, 0.629], [2.159, -1.617, 1.594], [2.930, -2.724, 1.060], [4.063, -3.117, 2.007], [4.431, -2.122, 3.120], [3.909, -2.557, 4.471], [4.198, -3.893, 4.704], [1.927, -3.903, 0.843], [0.715, -3.728, 1.523], [1.047, -3.919, 2.930], [2.563, 0.803, -2.158], [3.453, -0.615, -2.594], [4.164, 0.992, -2.808], [4.975, 0.950, -0.653], [3.358, 0.779, -0.057], [4.676, -0.938, 0.856], [5.346, -1.415, -0.662], [4.130, -4.501, -0.749], [2.500, -3.801, -2.040], [3.828, -4.056, 2.493], [4.955, -3.303, 1.413], [4.050, -1.125, 2.947], [5.512, -2.026, 3.178], [4.398, -1.968, 5.245], [2.840, -2.374, 4.554], [1.626, -4.013, -0.193], [2.386, -4.839, 1.156], [0.431, -3.305, 3.344], [0.629, 0.007, -3.393], [-0.360, 0.373, -3.988], [-0.351, 0.979, -5.038], [-1.662, 0.058, -3.381], [-1.679, -0.585, -2.158], [-2.905, -0.872, -1.579], [-4.080, -0.515, -2.226], [-4.041, 0.130, -3.457], [-2.820, 0.421, -4.044], [-0.756, -0.852, -1.667], [-2.941, -1.371, -0.624], [-5.035, -0.735, -1.769], [-4.956, 0.404, -3.957], [-2.768, 0.923, -4.998], [6.349, -0.043, 7.917], [7.527, -0.333, 7.875], [8.424, 0.386, 8.250], [7.882, -1.647, 7.323], [6.869, -2.465, 6.862], [7.198, -3.697, 6.322], [8.528, -4.092, 6.257], [9.530, -3.256, 6.735], [9.210, -2.021, 7.273], [5.838, -2.154, 6.923], [6.413, -4.342, 5.952], [8.785, -5.052, 5.830], [10.564, -3.565, 6.685], [9.979, -1.361, 7.644], [-4.095, -3.515, -0.555], [-5.157, -4.098, -0.542], [-5.912, -4.137, 0.403], [-5.558, -4.791, -1.776], [-4.704, -4.757, -2.861], [-5.080, -5.416, -4.020], [-6.292, -6.091, -4.075], [-7.137, -6.105, -2.972], [-6.771, -5.451, -1.808], [-3.767, -4.223, -2.804], [-4.426, -5.402, -4.879], [-6.581, -6.606, -4.981], [-8.081, -6.628, -3.018], [-7.416, -5.453, -0.943], [-6.690, 1.330, -2.393], [-6.978, 2.507, -2.447], [-7.519, 3.036, -3.392], [-6.627, 3.343, -1.292], [-5.961, 2.766, -0.227], [-5.618, 3.567, 0.850], [-5.945, 4.917, 0.847], [-6.619, 5.473, -0.232], [-6.963, 4.682, -1.314], [-5.710, 1.716, -0.240], [-5.092, 3.135, 1.689], [-5.671, 5.538, 1.689], [-6.876, 6.523, -0.235], [-7.487, 5.106, -2.157], [7.595, 0.887, 0.515], [7.463, 0.760, 1.710], [7.520, -0.297, 2.305], [7.194, 1.980, 2.484], [7.086, 3.177, 1.803], [6.818, 4.328, 2.525], [6.667, 4.265, 3.903], [6.785, 3.051, 4.567], [7.050, 1.893, 3.856], [7.207, 3.210, 0.731], [6.727, 5.273, 2.009], [6.456, 5.166, 4.463], [6.672, 3.003, 5.640], [7.142, 0.943, 4.360], [-7.309, 8.304, -3.982], [-8.363, 7.710, -3.930], [-9.101, 7.704, -2.968], [-8.770, 6.929, -5.107], [-7.927, 6.887, -6.201], [-8.305, 6.133, -7.299], [-9.509, 5.441, -7.288], [-10.342, 5.503, -6.179], [-9.974, 6.252, -5.075], [-6.994, 7.428, -6.193], [-7.657, 6.084, -8.162], [-9.798, 4.850, -8.146], [-11.279, 4.965, -6.172], [-10.608, 6.307, -4.204]]}